1.
C48H88N17O3 | ωB97M-V/def2-TZVPD

Results
- LUMO: -0.59181 Eh
- Charge: +7
- Energy: -82557.075 eV
- F_max: 18.2 eV/A
- HOMO-LUMO gap: 8.55 eV

Each line ends with the Mulliken charge.
Element x y z (Å)
N: 0.04 0.68 -0.36  -2.030
O: 0.32 1.85 -0.54  -0.979
O: 0.06 -0.10 -1.31  0.084
O: -0.31 0.35 0.73  1.352
C: 0.76 -1.77 -1.83  2.153
C: 1.84 -2.71 -2.41  -1.176
N: 2.78 -3.07 -1.38  0.435
C: 3.88 -2.39 -0.90  -0.084
C: 4.40 -3.10 0.17  -1.273
N: 3.77 -4.30 0.33  0.366
C: 2.78 -4.23 -0.62  -0.345
C: 4.06 -5.26 1.33  -0.742
H: 0.21 -2.22 -1.01  -0.286
H: -0.02 -1.42 -2.51  -1.689
H: 1.19 -0.82 -1.51  1.149
H: 2.38 -2.27 -3.25  -0.077
H: 1.32 -3.63 -2.67  0.384
H: 4.22 -1.47 -1.36  0.760
H: 5.22 -2.74 0.77  0.459
H: 1.94 -4.91 -0.63  0.473
H: 4.55 -4.84 2.20  0.364
H: 4.81 -5.98 0.99  0.357
H: 3.13 -5.78 1.55  0.348
C: 2.16 -1.25 1.20  -0.956
C: 0.87 -2.13 1.04  0.117
N: 0.27 -2.64 2.35  0.961
C: 0.87 -2.67 3.52  -0.126
C: 0.00 -3.10 4.51  -1.206
N: -1.20 -3.34 3.89  0.272
C: -1.03 -3.05 2.58  -1.219
C: -2.42 -3.81 4.56  -0.605
H: 2.25 -0.49 0.43  -0.705
H: 3.12 -1.75 1.34  0.263
H: 1.96 -0.67 2.10  -0.059
H: 1.07 -3.02 0.44  0.416
H: 0.14 -1.48 0.56  -0.005
H: 1.91 -2.38 3.55  0.772
H: 0.07 -3.18 5.58  0.607
H: -1.82 -3.19 1.86  0.669
H: -2.20 -4.44 5.42  0.368
H: -3.08 -4.18 3.77  0.301
H: -2.75 -2.87 5.00  0.405
C: -2.29 3.35 6.00  -1.250
C: -1.55 2.02 5.55  -0.346
N: -0.99 2.13 4.19  0.388
C: 0.35 2.30 3.90  -0.742
C: 0.42 2.69 2.55  -0.625
N: -0.83 2.91 2.03  0.674
C: -1.66 2.33 3.00  0.092
C: -1.16 3.28 0.72  -1.171
H: -1.59 4.18 6.05  0.415
H: -2.66 3.33 7.02  0.443
H: -3.16 3.56 5.37  0.355
H: -2.33 1.27 5.61  0.258
H: -0.84 1.69 6.31  0.187
H: 1.07 2.13 4.69  1.103
H: 1.28 2.83 1.91  0.767
H: -2.72 2.17 2.93  0.647
H: -0.55 4.11 0.36  0.406
H: -2.12 3.79 0.60  0.550
H: -1.09 2.51 -0.05  0.193
C: -0.55 -0.78 -3.24  1.445
C: -0.99 0.28 -4.22  -1.396
N: -2.43 0.27 -4.61  0.675
C: -3.40 1.13 -4.14  -0.729
C: -4.65 0.68 -4.56  -0.636
N: -4.48 -0.49 -5.25  0.104
C: -3.09 -0.62 -5.41  -0.178
C: -5.56 -1.36 -5.81  -0.778
H: 0.42 -0.46 -2.84  -1.040
H: -0.45 -1.77 -3.69  0.758
H: -1.24 -0.90 -2.41  0.235
H: -0.40 0.12 -5.12  0.641
H: -0.75 1.32 -3.96  -0.316
H: -3.18 1.89 -3.42  0.618
H: -5.67 0.99 -4.38  0.531
H: -2.57 -1.46 -5.86  0.501
H: -6.13 -0.78 -6.54  0.383
H: -6.15 -1.75 -4.99  0.349
H: -5.04 -2.14 -6.37  0.320
C: 2.41 -0.18 5.93  -0.782
C: 1.00 -0.29 6.57  -0.367
N: -0.06 -0.38 5.55  0.561
C: -1.35 -0.74 5.91  -1.130
C: -2.08 -0.68 4.75  -1.060
N: -1.30 -0.40 3.64  2.266
C: -0.05 -0.17 4.19  -1.934
C: -1.78 -0.23 2.24  -1.054
H: 3.10 0.27 6.65  0.473
H: 2.51 0.69 5.28  0.081
H: 2.74 -1.09 5.43  0.278
H: 0.85 0.53 7.27  0.414
H: 1.00 -1.22 7.14  0.421
H: -1.62 -0.98 6.92  0.549
H: -3.11 -0.93 4.51  0.538
H: 0.88 0.11 3.71  0.733
H: -2.77 0.21 2.33  1.165
H: -1.80 -1.15 1.66  -0.102
H: -1.10 0.46 1.74  -1.020
C: 2.76 -0.37 -4.55  -0.600
C: 3.17 0.98 -4.05  0.202
N: 1.92 1.68 -3.73  0.549
C: 1.07 1.31 -2.69  -0.159
C: 0.02 2.20 -2.74  -1.279
N: 0.29 3.24 -3.64  0.348
C: 1.41 2.89 -4.29  -0.795
C: -0.56 4.39 -3.86  -0.702
H: 2.38 -0.41 -5.57  0.402
H: 1.98 -0.82 -3.93  -0.523
H: 3.57 -1.10 -4.57  0.521
H: 3.86 1.45 -4.75  0.649
H: 3.75 0.88 -3.13  -0.345
H: 1.36 0.42 -2.15  0.915
H: -0.87 2.42 -2.17  0.479
H: 1.83 3.45 -5.12  0.390
H: -1.53 4.13 -4.28  0.282
H: -0.04 5.07 -4.53  0.422
H: -0.81 4.93 -2.95  0.408
C: 2.73 6.10 -2.28  -1.309
C: 1.85 4.79 -2.30  -0.268
N: 2.54 3.60 -1.78  0.546
C: 3.72 3.06 -2.20  -0.383
C: 4.10 1.94 -1.49  -1.003
N: 3.06 1.82 -0.55  0.571
C: 2.21 2.91 -0.62  0.183
C: 2.99 0.78 0.39  -0.422
H: 3.56 5.97 -2.97  0.354
H: 3.15 6.27 -1.29  0.399
H: 2.20 6.99 -2.62  0.432
H: 1.60 4.61 -3.35  0.235
H: 0.91 4.90 -1.75  0.099
H: 4.09 3.55 -3.09  0.600
H: 4.89 1.21 -1.43  0.664
H: 1.34 3.06 -0.01  0.048
H: 2.39 -0.06 0.03  -0.297
H: 2.44 1.12 1.27  0.072
H: 3.97 0.41 0.67  0.613
C: -2.91 -4.36 -0.63  -1.316
C: -1.85 -3.45 -1.30  0.022
N: -2.37 -2.12 -1.19  1.056
C: -3.50 -1.60 -1.83  -0.528
C: -3.80 -0.25 -1.52  -1.063
N: -2.80 0.02 -0.56  0.694
C: -2.03 -1.09 -0.35  -0.713
C: -2.63 1.27 0.18  0.572
H: -3.58 -3.82 0.05  0.425
H: -2.47 -5.23 -0.15  0.477
H: -3.51 -4.77 -1.44  0.341
H: -1.72 -3.64 -2.36  0.630
H: -0.91 -3.50 -0.75  -0.392
H: -3.98 -2.24 -2.56  0.723
H: -4.42 0.56 -1.85  0.871
H: -1.27 -1.13 0.42  -1.036
H: -1.89 1.89 -0.31  -0.305
H: -2.26 1.08 1.19  -0.457
H: -3.56 1.84 0.15  0.566

2.
C12H13N2 | ωB97M-V/def2-TZVPD

Results
- LUMO: -0.18463 Eh
- Charge: +1
- Energy: -15626.081 eV
- F_max: 3.8 eV/A
- HOMO-LUMO gap: 7.08 eV
- Structure (SMILES): Cc1ccccc1C[n+]1ccccn1

Each line ends with the Mulliken charge.
Element x y z (Å)
C: -1.47 -2.92 -0.05  -1.292
C: -0.53 -1.97 -0.86  0.573
C: 0.41 -2.51 -1.86  -0.436
C: 1.34 -1.70 -2.62  -0.560
C: 1.36 -0.26 -2.39  -0.637
C: 0.42 0.30 -1.43  -0.263
C: -0.53 -0.53 -0.66  0.629
C: -1.50 0.23 0.34  -0.873
N: -0.64 1.29 0.99  0.802
C: 0.36 0.86 1.76  0.438
C: 1.30 1.76 2.42  -0.608
C: 1.01 3.16 2.11  -0.193
C: -0.16 3.39 1.27  -0.224
N: -1.00 2.52 0.69  -0.894
H: -2.34 -3.30 -0.65  0.297
H: -1.80 -2.42 0.90  0.274
H: -0.88 -3.82 0.29  0.383
H: 0.40 -3.61 -2.02  0.358
H: 2.03 -2.16 -3.37  0.367
H: 2.08 0.39 -2.95  0.364
H: 0.48 1.42 -1.29  0.260
H: -2.33 0.69 -0.25  0.321
H: -1.87 -0.47 1.13  0.403
H: 0.49 -0.24 1.92  0.358
H: 2.15 1.42 3.05  0.401
H: 1.61 4.01 2.48  0.385
H: -0.40 4.47 1.06  0.368

3.
C34H28N6O6ReS3 | ωB97M-V/def2-TZVPD

Results
- LUMO (spin up / spin down): -0.11374 / -0.09318 Eh
- Multiplicity: 2
- Charge: 0
- Energy: -91574.954 eV
- F_max: 3.4 eV/A
- HOMO-LUMO gap (spin up / spin down): 4.33 / 4.88 eV

Each line ends with the Löwdin spin population.
Element x y z (Å)
Re: -0.79 0.89 -0.82  0.924
O: -1.40 3.09 5.85  0.001
C: -0.64 3.59 5.04  0.000
O: 0.21 4.46 5.03  0.001
C: -0.81 2.94 3.59  0.007
C: -0.84 3.76 2.47  0.000
C: -0.93 3.18 1.22  0.005
N: -0.95 1.86 1.05  0.006
C: -0.96 1.07 2.13  0.004
C: -0.90 1.57 3.42  0.000
C: -1.02 -0.42 1.82  0.003
O: -1.08 -1.24 2.72  0.000
O: -1.02 -0.70 0.58  0.009
H: -0.79 4.83 2.56  0.000
H: -0.95 3.79 0.33  0.000
H: -0.92 0.89 4.26  0.000
C: 2.72 -3.33 4.34  0.000
C: 2.68 -2.28 3.28  -0.001
C: 3.22 -2.50 2.01  0.000
C: 3.12 -1.55 1.01  -0.001
C: 2.50 -0.35 1.29  -0.002
C: 2.01 -0.08 2.55  -0.001
C: 2.09 -1.05 3.54  0.000
S: 2.31 0.93 0.04  0.003
O: 3.59 1.22 -0.55  0.007
O: 1.60 2.05 0.63  0.018
N: 1.25 0.35 -1.06  -0.010
C: 1.58 -0.41 -2.12  0.003
C: 2.85 -0.81 -2.52  -0.014
C: 3.03 -1.58 -3.66  0.001
C: 1.97 -2.00 -4.42  -0.013
C: 0.66 -1.61 -4.08  0.001
C: -0.47 -1.96 -4.84  -0.003
C: -1.70 -1.49 -4.46  0.001
C: -1.80 -0.68 -3.33  -0.002
N: -0.76 -0.33 -2.58  0.006
C: 0.46 -0.80 -2.93  0.003
H: 2.96 -4.31 3.93  0.000
H: 1.77 -3.39 4.86  0.000
H: 3.49 -3.09 5.08  0.000
H: 3.71 -3.44 1.80  0.000
H: 3.54 -1.74 0.04  0.000
H: 1.58 0.88 2.75  0.000
H: 1.70 -0.84 4.53  0.000
H: 3.70 -0.47 -1.95  -0.001
H: 4.03 -1.86 -3.94  0.000
H: 2.12 -2.60 -5.30  -0.001
H: -0.34 -2.57 -5.72  0.000
H: -2.59 -1.73 -5.02  0.000
H: -2.77 -0.30 -3.02  0.000
S: -4.66 2.99 -2.08  0.009
C: -5.15 1.63 -1.16  -0.005
C: -4.11 0.87 -0.73  0.002
C: -2.83 1.38 -1.10  -0.001
C: -3.00 2.53 -1.86  0.024
C: -1.86 3.22 -2.36  0.002
C: -1.91 4.40 -3.10  0.003
C: -0.74 5.00 -3.49  -0.002
C: 0.47 4.41 -3.12  0.003
C: 0.45 3.25 -2.38  0.000
N: -0.67 2.64 -2.01  0.011
H: -6.20 1.47 -0.99  0.000
H: -4.25 -0.02 -0.14  0.000
H: -2.88 4.81 -3.35  0.000
H: -0.75 5.91 -4.07  0.000
H: 1.41 4.85 -3.39  0.000
H: 1.38 2.79 -2.05  0.000
C: -0.76 -4.25 2.79  0.000
N: 0.17 -4.09 1.69  0.000
C: -0.16 -3.62 0.49  0.000
N: -1.46 -3.43 0.18  0.000
S: 1.04 -3.40 -0.66  0.000
H: -0.21 -4.63 3.65  0.000
H: -1.53 -4.98 2.51  0.000
H: -1.22 -3.30 3.05  0.000
H: 1.15 -4.11 1.90  0.000
H: -2.11 -3.34 0.94  0.000
H: -1.63 -2.83 -0.61  0.000

4.
H10O5 | ωB97M-V/def2-TZVPD

Results
- LUMO: 0.01390 Eh
- Charge: 0
- Energy: -10399.051 eV
- F_max: 5.8 eV/A
- HOMO-LUMO gap: 11.13 eV
- Structure (SMILES): O.O.O.O.O

Each line ends with the Mulliken charge.
Element x y z (Å)
O: -1.22 0.96 2.31  -0.633
H: -0.89 0.23 2.82  0.308
H: -0.52 1.63 2.26  0.316
O: 1.81 0.33 2.76  -0.577
H: 2.38 1.02 2.67  0.270
H: 2.00 -0.59 2.45  0.304
O: 1.68 0.92 -0.50  -0.601
H: 1.06 1.39 -1.02  0.310
H: 1.62 0.12 -1.04  0.330
O: 0.07 -0.13 -2.28  -0.697
H: -0.58 -0.55 -1.60  0.377
H: -0.43 -0.28 -3.09  0.324
O: -2.23 -1.97 -2.21  -0.638
H: -2.92 -2.66 -2.23  0.299
H: -2.59 -1.22 -1.81  0.310

5.
C2H4S2 | ωB97M-V/def2-TZVPD

Results
- LUMO: -0.02020 Eh
- Charge: 0
- Energy: -23807.058 eV
- F_max: 4.5 eV/A
- HOMO-LUMO gap: 8.20 eV
- Structure (SMILES): CSC=S

Each line ends with the Mulliken charge.
Element x y z (Å)
C: -0.30 0.67 0.96  -0.784
S: 1.02 0.65 -0.37  0.051
C: 0.32 -0.78 -1.15  -0.121
S: 1.21 -1.62 -2.29  -0.204
H: -1.36 0.29 0.27  0.279
H: -0.27 1.82 1.16  0.301
H: -0.10 -0.02 1.90  0.276
H: -0.51 -1.01 -0.49  0.202

6.
C3H5BrN4 | ωB97M-V/def2-TZVPD

Results
- LUMO: 0.01241 Eh
- Charge: 0
- Energy: -79190.516 eV
- F_max: 4.5 eV/A
- HOMO-LUMO gap: 9.81 eV

Each line ends with the Mulliken charge.
Element x y z (Å)
C: -0.21 0.40 0.58  0.458
C: 1.51 -0.94 -0.29  -1.225
C: 0.97 -0.37 0.95  -0.215
N: -1.39 0.05 0.65  -0.044
N: -3.24 1.58 -1.79  -0.483
N: -2.53 0.50 0.12  -0.562
N: -2.81 1.17 -0.83  0.725
Br: 0.22 2.03 -0.62  -0.276
H: 0.75 -1.60 -0.63  0.375
H: 2.48 -1.60 -0.06  0.248
H: 1.72 -0.27 -1.04  0.438
H: 1.65 0.30 1.36  0.298
H: 0.89 -1.24 1.59  0.260

7.
C16H32Cl8O12 | ωB97M-V/def2-TZVPD

Results
- LUMO: 0.00223 Eh
- Charge: 0
- Energy: -141859.700 eV
- F_max: 2.2 eV/A
- HOMO-LUMO gap: 10.63 eV
- Structure (SMILES): COC(=O)OC.COC(=O)OC.COC(=O)OC.COC(=O)OC.ClCCl.ClCCl.ClCCl.ClCCl

Each line ends with the Mulliken charge.
Element x y z (Å)
C: 1.89 9.57 18.13  -0.408
O: 3.00 10.09 18.85  -0.386
C: 4.22 9.80 18.44  0.827
O: 4.44 8.86 17.71  -0.590
O: 5.09 10.66 18.92  -0.348
C: 6.45 10.55 18.51  -0.630
H: 1.06 10.26 18.26  0.229
H: 1.65 8.57 18.49  0.290
H: 2.17 9.49 17.08  0.201
H: 6.56 9.78 17.75  0.308
H: 7.06 10.33 19.39  0.246
H: 6.74 11.48 18.05  0.252
C: 0.34 3.37 11.74  -0.427
O: 1.61 3.36 12.35  -0.336
C: 1.78 2.82 13.54  0.868
O: 0.92 2.27 14.16  -0.592
O: 2.99 3.00 14.04  -0.357
C: 3.87 3.92 13.41  -0.451
H: 0.35 3.43 10.65  0.259
H: -0.27 4.18 12.14  0.048
H: -0.19 2.44 11.97  0.335
H: 4.78 4.04 14.00  0.031
H: 3.49 4.93 13.25  0.251
H: 4.18 3.47 12.47  0.387
C: -5.17 3.45 9.63  -0.652
O: -4.03 4.28 9.81  -0.332
C: -4.02 5.25 10.68  0.852
O: -4.95 5.58 11.39  -0.597
O: -2.80 5.78 10.76  -0.301
C: -2.62 6.95 11.56  -0.419
H: -5.23 2.76 10.47  0.298
H: -5.01 2.92 8.70  0.220
H: -6.10 4.00 9.61  0.313
H: -2.15 6.64 12.49  -0.013
H: -3.49 7.56 11.75  0.373
H: -1.86 7.49 11.00  0.258
C: 3.92 6.62 15.85  -0.506
O: 5.19 6.60 15.19  -0.338
C: 6.00 5.63 15.62  0.795
O: 5.77 4.79 16.44  -0.535
O: 7.16 5.78 14.99  -0.375
C: 8.24 5.02 15.47  -0.703
H: 4.10 6.83 16.90  0.391
H: 3.38 5.67 15.81  0.392
H: 3.31 7.40 15.40  0.039
H: 8.54 5.33 16.47  0.306
H: 9.14 5.19 14.87  0.262
H: 8.12 3.94 15.39  0.293
Cl: -0.44 12.34 16.36  -0.126
C: -0.35 12.27 14.60  -0.032
Cl: -1.93 12.80 13.90  -0.154
H: 0.39 12.93 14.18  0.340
H: -0.13 11.23 14.37  -0.017
Cl: -2.69 9.48 16.51  -0.067
C: -3.32 8.30 17.64  -0.100
Cl: -4.92 7.73 17.06  -0.173
H: -2.69 7.42 17.67  0.023
H: -3.42 8.67 18.65  0.331
Cl: 0.20 6.60 13.80  -0.022
C: 0.25 7.94 14.95  -0.182
Cl: -0.14 7.31 16.58  -0.152
H: 1.25 8.35 14.97  0.158
H: -0.48 8.72 14.75  0.164
Cl: -1.39 3.82 17.62  -0.182
C: -1.27 3.86 15.86  0.260
Cl: -2.67 4.64 15.09  -0.120
H: -0.45 4.53 15.62  -0.319
H: -1.07 2.88 15.45  0.342

8.
C4H6N2 | ωB97M-V/def2-TZVPD

Results
- LUMO: 0.01301 Eh
- Charge: 0
- Energy: -7221.025 eV
- F_max: 1.2 eV/A
- HOMO-LUMO gap: 7.43 eV

Each line ends with the Mulliken charge.
Element x y z (Å)
N: 2.18 -0.67 -1.66  -0.435
C: 1.49 -0.58 -0.73  0.089
C: 0.71 -0.32 0.52  0.063
C: 0.15 1.07 0.78  -0.551
C: -0.88 0.74 -0.29  -0.564
N: -0.75 -0.68 0.25  -0.430
H: 1.16 -0.93 1.32  0.368
H: -1.14 -0.58 1.19  0.380
H: 0.80 1.94 0.67  0.206
H: -0.56 0.68 -1.35  0.276
H: -1.91 1.11 -0.25  0.317
H: -1.02 -1.52 -0.28  0.280